1.
DFT (the ωB97M-V functional and the def2-TZVPD basis) results for a single C6H13N molecule at a distorted geometry.

Last column: Mulliken charge in e.
CARTESIAN COORDINATES (ANGSTROEM)
H 1.3503 3.2000 -2.1645  0.3293
C -0.2556 -0.6115 1.1549  -0.1373
C -0.1175 -2.2584 3.0799  -0.6425
H -0.5911 0.3436 1.6177  0.3167
C 0.8556 1.2958 -1.1884  -0.2634
H -1.9917 -0.4291 -0.1793  0.2645
C 0.5598 2.4162 -2.2465  -1.2651
H -0.9797 0.7016 -1.8518  0.1830
H 1.1908 1.7346 -0.2396  0.2981
C -0.8891 -0.5950 -0.2536  -0.6263
N -0.3196 0.4317 -1.1451  -0.2084
H 0.2676 -3.2406 3.3055  0.2447
H -0.2243 -1.5224 3.8724  0.2705
H -0.7599 -1.5537 -0.7492  0.3253
H 1.6987 0.7463 -1.5952  0.2069
H 0.7935 1.9017 -3.1841  0.3216
H -0.5355 -2.8889 1.2309  0.1595
C -0.4638 -1.9370 1.8308  -0.4148
H 0.8299 -0.6095 0.9850  0.2508
H -0.4184 2.8748 -2.2800  0.3868

Values from the calculation:
net charge	0
2S+1	1
energy above the lowest of the compared OMol25 structures with the same formula, charge and spin	214.5	kJ/mol
SMILES	C=CCCNCC

=====

2.
DFT (the ωB97M-V functional and the def2-TZVPD basis) results for a molecular structure, C6H13N.

Last column: Mulliken charge in e.
CARTESIAN COORDINATES (ANGSTROEM)
H -1.9395 0.1448 0.9726  0.3110
C 0.1236 -0.3677 0.6646  -0.7723
H 0.2405 1.6104 2.5917  0.3184
H 1.0951 0.1440 0.5645  0.3581
C 0.9857 -1.9240 -1.0129  -0.8420
H 0.7102 -2.8635 -1.4918  0.2633
H 1.6527 -2.0669 -0.1644  0.3911
C -0.2555 -0.6795 -1.8493  -0.3531
H -0.7806 1.1430 -2.5646  0.2923
N -0.2054 -1.1559 -0.5446  0.0611
H -0.9603 1.4620 0.3327  0.2489
H 0.6176 1.3983 -1.4655  0.3366
C -0.9599 0.6320 1.0491  -0.2008
H 1.5829 -1.2443 -1.6658  0.3097
C -0.7558 1.1690 2.4676  -1.2678
H -0.8557 0.3680 3.2102  0.3138
H 0.2319 -1.0973 1.4830  0.4538
H 0.8039 0.6683 -3.0910  0.3748
C 0.1612 0.7182 -2.1982  -0.9617
H -1.4926 1.9412 2.7123  0.3648

Values from the calculation:
net charge	0
2S+1	1
energy above the lowest of the compared OMol25 structures with the same formula, charge and spin	394.1	kJ/mol

=====

3.
DFT (the ωB97M-V functional and the def2-TZVPD basis) results for a molecular structure, C6H13N.

Last column: Mulliken charge in e.
CARTESIAN COORDINATES (ANGSTROEM)
H 0.5872 -1.3470 -2.3334  0.3474
H -1.1786 1.0132 1.6161  -0.1903
C 0.9865 -1.2283 -1.3203  -1.4597
N -0.0976 0.8368 -0.3290  -0.0690
C -1.3623 -1.3641 -0.3135  -1.4148
H 1.5691 1.5116 2.0011  0.2863
H -0.6094 2.8304 -0.4812  0.3071
H -1.2615 -2.2784 0.2791  0.3317
C 0.3838 0.2472 0.7522  -0.4296
C 1.5763 0.4937 1.5977  -1.2718
H -1.7017 1.5336 1.3616  0.0981
C -0.0336 -0.6268 -0.3709  1.6332
H 1.2758 -2.2223 -0.9558  0.3333
H 1.5872 -0.1949 2.4457  0.3008
H 1.8876 -0.6085 -1.3663  0.4071
H -2.1411 -0.7472 0.1434  0.3662
C -0.8390 1.8200 -0.7865  -0.5232
H -1.4373 1.6329 -1.6631  0.2637
H 2.5112 0.3550 1.0377  0.3099
H -1.7027 -1.6568 -1.3144  0.3738

Values from the calculation:
net charge	0
2S+1	1
energy above the lowest of the compared OMol25 structures with the same formula, charge and spin	422.9	kJ/mol

=====

4.
DFT (the ωB97M-V functional and the def2-TZVPD basis) results for a single C6H13N molecule at a distorted geometry.

Last column: Mulliken charge in e.
CARTESIAN COORDINATES (ANGSTROEM)
H 1.5012 1.7081 0.3191  0.2618
C 0.6257 -1.5954 -0.7376  -1.0161
H 0.6756 -2.5783 -0.2617  0.3807
H -1.5690 -0.1853 -1.4084  0.3388
H -0.7839 -1.7417 3.4208  0.2585
C -0.9745 0.2638 -0.6062  -0.9040
H -0.5156 1.9649 -1.9886  0.3499
H -1.9915 -1.1469 1.3925  0.3246
H 1.3736 3.0718 -0.8037  0.3534
C 0.1343 1.3832 -1.3288  -0.4390
C -0.2548 -1.5316 2.4944  -0.6737
N -0.1437 -0.6508 0.0611  0.1735
H 0.8623 0.8583 -1.9501  0.3187
H 0.8297 -1.5886 2.5096  0.2590
H -1.5962 0.8841 0.0438  0.4780
H 1.6530 -1.2332 -0.8357  0.2413
H 0.1955 -1.7236 -1.7374  0.3239
C 0.8077 2.2729 -0.3091  -1.0557
C -0.9022 -1.1874 1.3831  -0.2489
H 0.0728 2.7559 0.3429  0.2752

Values from the calculation:
net charge	0
2S+1	1
energy above the lowest of the compared OMol25 structures with the same formula, charge and spin	202.2	kJ/mol
SMILES	C=CN(C)CCC

=====

5.
DFT (the ωB97M-V functional and the def2-TZVPD basis) results for a single C6H13N molecule at a distorted geometry.

Last column: Mulliken charge in e.
CARTESIAN COORDINATES (ANGSTROEM)
H -1.6784 -0.1148 -1.2332  0.3148
C -0.1334 -1.5135 -0.8115  0.0173
C 0.5446 0.8431 1.1297  0.5132
H 1.3676 2.6523 0.1930  0.4414
C -0.9396 -0.4914 -0.5362  -0.4259
H 0.4121 1.5981 -0.9146  0.2877
N 0.3898 1.7194 2.3074  -0.6427
H 0.5197 1.2201 3.1625  0.2147
C 1.1148 1.6310 -0.0767  -1.2549
H -0.2393 -3.4042 -1.9760  0.3453
H 1.9947 1.1191 -0.4682  0.2300
C -0.8332 0.2185 0.8371  -0.9513
H -1.3264 -2.0587 -2.4703  0.3052
C -0.3397 -2.3293 -2.0994  -1.1403
H 0.5882 -1.9345 -0.1188  0.3372
H -1.6127 0.9874 0.7803  0.3256
H 1.2744 0.0608 1.3544  0.3086
H 0.4284 -1.9548 -2.7810  0.2555
H -1.1203 -0.5531 1.5448  0.2823
H -0.4114 2.3045 2.1768  0.2362

Values from the calculation:
net charge	0
2S+1	1
energy above the lowest of the compared OMol25 structures with the same formula, charge and spin	96.5	kJ/mol
SMILES	C/C=C/C[C@@H](C)N

=====

6.
DFT (the ωB97M-V functional and the def2-TZVPD basis) results for a single C6H13N molecule at a distorted geometry.

Last column: Mulliken charge in e.
CARTESIAN COORDINATES (ANGSTROEM)
H -1.2066 -1.8121 -1.8160  0.4904
N -0.7842 -1.2600 0.7803  -0.6619
H -0.5833 -0.7470 1.6432  0.2954
H 0.3234 2.7000 0.2169  0.2160
H 1.2439 2.5189 1.8097  0.3429
H -1.6699 -1.8639 0.9407  0.2954
C -1.7685 -0.9761 -1.4971  -1.6551
H -0.3166 1.1927 -1.2886  0.3955
C 2.1911 -0.1647 0.9485  -1.0093
C 0.8666 2.0030 0.9045  -0.9348
C -1.0679 -0.3028 -0.2796  0.7330
H 2.4748 -0.7596 0.0890  0.3050
C 1.0488 0.7526 0.3605  0.4564
H 1.8902 -0.8480 1.7906  0.2154
H -1.8122 0.5626 0.0214  0.0802
H 0.6951 -0.2421 -1.5211  0.3624
H -2.7109 -1.3864 -1.2689  0.4471
H 2.8837 0.5729 1.3492  0.3906
C 0.1710 0.3527 -0.7711  -1.0761
H -1.8684 -0.2928 -2.4122  0.3116

Values from the calculation:
net charge	0
2S+1	1
energy above the lowest of the compared OMol25 structures with the same formula, charge and spin	142.1	kJ/mol
SMILES	C=C(C)C[C@@H](C)N

=====

7.
DFT (the ωB97M-V functional and the def2-TZVPD basis) results for a molecular structure, C6H13N at a distorted geometry.

Last column: Mulliken charge in e.
CARTESIAN COORDINATES (ANGSTROEM)
C -1.9222 0.8511 -0.0749  -1.1032
C -0.4977 -0.8617 -0.0916  0.9870
H -1.0953 -1.5214 -2.0150  0.3648
H 2.3052 0.3383 -1.0325  0.2584
H 2.6022 1.4731 0.2727  0.4285
N -0.9499 -1.8151 0.6063  -0.7963
H 0.5072 -0.7159 2.4502  0.1411
H 1.2588 1.7446 -0.8484  0.3059
H 2.0379 0.3077 2.3809  0.3355
C 0.9103 0.1804 0.5945  0.6631
H -2.6142 0.1486 -0.5281  0.3701
H 0.6416 -1.6606 -1.7025  0.3640
H -0.0761 -0.0741 -2.0524  0.3368
C 1.1757 -0.0972 1.8621  -0.9991
H -2.2946 1.1071 0.9146  0.3197
H -1.1844 -1.6321 1.5743  0.2244
H -1.7555 1.7076 -0.7274  0.2922
H -0.6248 0.5701 0.2750  0.0240
C -0.2359 -1.0301 -1.5595  -1.2644
C 1.8119 0.9796 -0.2983  -1.2527

Values from the calculation:
net charge	0
2S+1	1
energy above the lowest of the compared OMol25 structures with the same formula, charge and spin	460.6	kJ/mol

=====

8.
DFT (the ωB97M-V functional and the def2-TZVPD basis) results for a gas-phase ion, C6H13N (charge +1) at a distorted geometry.

Last column: Mulliken spin population.
CARTESIAN COORDINATES (ANGSTROEM)
H 0.8098 -2.2393 -1.7555  -0.0036
H 0.1616 2.8767 -0.1358  0.0000
C -1.6766 -1.6406 -1.1245  0.0046
H -1.5304 -2.4560 -1.9918  0.0017
C -0.2392 -0.9778 -0.7237  0.3205
C -1.0044 -0.1321 1.5405  0.0221
H -0.9641 0.7591 2.2096  0.0147
H 1.7228 -1.2205 -1.1048  -0.0022
H 1.7815 0.7326 -0.4754  -0.0024
H 1.9722 0.7005 1.1573  0.0413
H 1.8877 2.7957 -0.2593  -0.0016
C 1.1773 0.8768 0.3946  0.0071
H -1.8872 -0.2333 0.9626  0.0067
H -0.9883 -0.9138 2.2977  0.0311
C 1.0688 2.4495 0.4190  0.0325
H -1.9079 -2.2081 -0.3496  0.0080
C -0.0134 -0.1252 0.3634  0.3048
H 1.2328 2.9490 1.3454  -0.0004
H -2.4440 -0.7300 -1.1670  0.0059
N 0.8411 -1.2632 -1.6028  0.2093

Values from the calculation:
net charge	+1
2S+1	2
<S²>	0.76
energy above the lowest of the compared OMol25 structures with the same formula, charge and spin	210.1	kJ/mol